102
Properties=species:S:1:pos:R:3 method="wB97M-V/def2-TZVPD" homo_lumo_gap_ev="5.366 / 5.367" e_tot_ha=-6016.0331 e_lumo_ev="-6.5 / -6.5" charge=+2 e_above_lowest_kcal_mol=54.1 molar_mass_g_mol=1130.120
Nb 0.2864 -1.0626 2.1987
C -2.1452 1.8808 -4.7487
C -2.9395 0.9616 -3.8340
N -2.0348 0.3114 -2.8269
C -2.2749 0.5656 -1.5027
C -1.4481 0.1914 -0.4353
C -1.6489 0.8471 0.8720
O -2.5638 1.5744 1.1937
O -0.7336 0.5449 1.8021
C -0.4307 -0.6982 -0.7745
O 0.3365 -1.2308 0.1707
C -0.2725 -1.1936 -2.0981
C 0.7558 -2.0895 -2.4195
C 0.9706 -2.4276 -3.7837
F 1.7470 -3.5221 -3.9260
C 0.2356 -1.9069 -4.8363
C -0.8359 -1.0201 -4.4860
C -1.0589 -0.6498 -3.1733
N 0.5163 -2.0548 -6.2228
C 1.7797 -2.6927 -6.4803
C 2.1708 -2.4227 -7.9305
N 1.1658 -1.5038 -8.5927
C -0.1855 -2.1621 -8.5645
C -0.5783 -2.4366 -7.0446
H -1.3061 2.3698 -4.2673
H -2.7591 2.7298 -5.2313
H -1.7545 1.3586 -5.6227
H -3.3530 0.1097 -4.4252
H -3.7709 1.4389 -3.3323
H -3.1589 1.2238 -1.2647
H 1.3453 -2.5154 -1.6361
H -1.5490 -0.6966 -5.2583
H 1.6525 -3.7888 -6.3249
H 2.5240 -2.3166 -5.7792
H 2.1749 -3.3296 -8.5640
H 3.1583 -1.9023 -7.9507
H 1.4583 -1.3216 -9.5629
H 1.1237 -0.6075 -8.0871
H -0.2389 -3.0980 -9.1295
H -0.9708 -1.5116 -8.9841
H -0.8403 -3.5329 -6.9476
H -1.4830 -1.8463 -6.8247
S -2.0877 -1.9836 2.3307
C -1.9081 -3.4303 1.4150
C -3.0246 -4.0433 0.8182
C -2.9063 -5.2677 0.2117
C -4.0512 -5.9483 -0.1575
N -5.0483 -6.5380 -0.3635
C -1.6540 -5.8856 0.0773
C -0.5521 -5.3657 0.7610
C -0.6509 -4.1343 1.4524
S 0.7556 -3.5476 2.3466
C -1.5103 -6.9916 -0.7787
N -1.4463 -7.9219 -1.5042
H -4.0146 -3.5315 0.9464
H 0.4456 -5.7630 0.7264
N 0.6876 2.2169 4.7232
P -0.0001 3.1123 3.3564
C -1.3844 3.7740 4.3149
C -2.6352 3.3899 3.8128
C -3.7825 3.8583 4.4732
C -3.7612 4.5654 5.6546
C -2.4834 4.8353 6.2121
C -1.3403 4.4836 5.5196
C 1.0917 4.5100 3.3010
C 0.5590 5.6639 2.6489
C 1.3837 6.7265 2.2459
C 2.7330 6.6832 2.5529
C 3.2674 5.5755 3.1947
C 2.4559 4.4948 3.6484
C 0.7042 0.8808 5.0056
C 1.3009 0.5165 6.2567
C 0.9800 -0.6339 6.8514
C 0.2985 -1.6587 6.0433
C -0.2146 -1.2490 4.8261
N 0.1693 -0.0729 4.2306
H 1.2033 2.7854 5.3557
H -2.7320 2.7394 2.8793
H -4.7484 3.5154 4.0728
H -4.7015 4.8659 6.1383
H -2.4661 5.4594 7.1499
H -0.4215 4.7312 5.9890
H -0.5112 5.6180 2.3275
H 0.9703 7.6125 1.7848
H 3.3490 7.5531 2.4418
H 4.2855 5.5385 3.5004
H 2.8856 3.6207 4.1665
H 1.8843 1.2391 6.7855
H 1.4187 -0.9058 7.8081
H 0.0506 -2.6503 6.4603
H -1.0011 -1.8967 4.3919
Cl 1.9129 1.7327 0.2815
C 2.8846 0.4879 0.9543
C 2.4184 -0.4716 1.8815
C 3.3957 -1.0151 2.7629
Cl 2.8931 -1.9845 4.1018
C 4.7505 -0.6983 2.5633
Cl 5.8768 -0.8753 3.9122
C 5.1589 -0.1890 1.3107
Cl 6.7998 -0.2240 0.9055
C 4.2468 0.4084 0.4955
Cl 4.7544 1.1166 -0.9393